1.
This record from the Open Molecules 2025 dataset describes a molecular structure, C25H48N7SiY. The level of theory is wB97M-V/def2-TZVPD.

Atoms and positions in Å:
Y 0.229 0.051 -0.046
C 0.309 -4.018 0.547
C 1.533 -3.297 0.066
C 2.653 -3.977 -0.341
C 3.740 -3.249 -0.834
C 3.703 -1.877 -0.878
C 2.568 -1.213 -0.388
N 1.483 -1.944 0.027
N 2.393 0.152 -0.290
Si 3.712 1.323 -0.202
C 5.198 0.654 0.672
C 4.159 1.930 -1.900
C 3.023 2.719 0.847
H 0.573 -4.969 1.006
H -0.371 -4.235 -0.282
H -0.226 -3.422 1.285
H 2.684 -5.056 -0.277
H 4.623 -3.773 -1.182
H 4.534 -1.303 -1.264
H 5.819 0.013 0.044
H 4.924 0.088 1.568
H 5.820 1.496 0.992
H 5.006 1.362 -2.296
H 4.457 2.984 -1.889
H 3.327 1.816 -2.600
H 2.384 2.317 1.642
H 2.471 3.472 0.275
H 3.837 3.246 1.350
N -2.285 -0.379 0.372
C -2.778 -1.606 1.071
C -3.013 -1.383 2.553
C -1.784 -1.195 3.444
C -1.055 0.149 3.358
N 0.164 0.087 2.497
H -2.813 0.408 0.743
H -2.571 -0.423 -0.603
H -2.047 -2.401 0.921
H -3.709 -1.940 0.614
H -3.567 -2.249 2.920
H -3.691 -0.530 2.683
H -1.069 -2.008 3.269
H -2.110 -1.321 4.477
H -0.760 0.465 4.357
H -1.715 0.925 2.966
H 0.713 -0.717 2.800
H 0.759 0.876 2.746
N -0.426 2.489 0.320
C -0.534 3.306 -0.886
C 0.485 3.266 -1.826
C 0.421 4.087 -2.942
C -0.674 4.919 -3.134
C -1.710 4.922 -2.210
C -1.639 4.121 -1.077
H -1.270 2.626 0.868
H 0.325 2.878 0.893
H 1.342 2.618 -1.682
H 1.229 4.074 -3.662
H -0.719 5.566 -4.001
H -2.567 5.569 -2.354
H -2.428 4.161 -0.333
C -0.824 1.701 -5.185
C -2.031 0.943 -4.648
N -1.723 -0.439 -4.255
C -2.064 -1.483 -5.244
C -1.116 -1.517 -6.435
C -1.087 -0.699 -3.116
C -0.716 -2.129 -2.818
N -0.762 0.218 -2.220
H -1.070 2.757 -5.296
H -0.527 1.317 -6.161
H 0.035 1.625 -4.516
H -2.802 0.878 -5.413
H -2.488 1.462 -3.802
H -3.083 -1.280 -5.572
H -2.090 -2.448 -4.752
H -1.211 -0.622 -7.051
H -1.348 -2.376 -7.066
H -0.077 -1.603 -6.110
H -0.097 -2.545 -3.613
H -1.599 -2.762 -2.723
H -0.144 -2.190 -1.897
H -1.006 1.159 -2.514

Values from the calculation:
Kohn-Sham gap ... 8.5 eV
Total energy ... -46049.69784 eV
Energy above the lowest of the compared OMol25 structures with the same formula, charge and spin ... 7.12 kcal/mol
Spin multiplicity ... 1
Total charge ... +2

Löwdin population analysis, charges in e, atoms 1 to 8:
1 Y 1.51
2 C -0.02
3 C -0.33
4 C -0.02
5 C -0.02
6 C -0.01
7 C -0.44
8 N -0.01

2.
This record from the Open Molecules 2025 dataset describes a molecular structure, C25H48N7SiY. The level of theory is wB97M-V/def2-TZVPD.

Atoms and positions in Å:
Y -0.835 0.065 -0.501
C -3.845 -1.266 2.028
C -2.603 -0.661 2.611
C -2.422 -0.565 3.973
C -1.241 0.003 4.457
C -0.280 0.467 3.592
C -0.511 0.356 2.211
N -1.667 -0.211 1.748
N 0.325 0.744 1.217
Si 1.753 1.741 1.237
C 1.513 3.258 2.299
C 3.260 0.763 1.786
C 1.959 2.196 -0.574
H -4.710 -1.083 2.663
H -3.755 -2.352 1.930
H -4.054 -0.851 1.040
H -3.185 -0.922 4.649
H -1.083 0.081 5.525
H 0.635 0.911 3.959
H 1.571 3.030 3.364
H 0.549 3.729 2.109
H 2.289 3.997 2.091
H 3.167 0.399 2.811
H 4.160 1.381 1.746
H 3.436 -0.101 1.138
H 1.058 2.658 -0.998
H 2.215 1.312 -1.164
H 2.758 2.922 -0.723
N -2.080 -2.126 -0.794
C -3.366 -2.425 -1.483
C -3.282 -2.212 -2.989
C -2.819 -0.798 -3.355
C -1.313 -0.695 -3.604
N -0.747 0.539 -2.998
H -1.358 -2.742 -1.167
H -2.179 -2.391 0.185
H -4.121 -1.751 -1.071
H -3.687 -3.443 -1.259
H -4.271 -2.412 -3.402
H -2.618 -2.953 -3.443
H -3.101 -0.123 -2.537
H -3.358 -0.427 -4.227
H -1.099 -0.737 -4.674
H -0.789 -1.537 -3.148
H -1.247 1.351 -3.354
H 0.212 0.666 -3.316
N -2.722 1.715 -0.612
C -2.279 2.956 -0.001
C -1.572 3.870 -0.770
C -1.166 5.070 -0.202
C -1.458 5.347 1.125
C -2.148 4.418 1.890
C -2.560 3.216 1.332
H -3.142 1.910 -1.517
H -3.461 1.312 -0.039
H -1.374 3.672 -1.818
H -0.637 5.795 -0.806
H -1.151 6.288 1.560
H -2.381 4.632 2.924
H -3.115 2.498 1.925
C 4.059 -0.979 -2.390
C 3.424 -2.351 -2.221
N 2.892 -2.615 -0.878
C 3.714 -3.498 -0.028
C 4.922 -2.794 0.562
C 1.734 -2.095 -0.477
C 1.234 -2.437 0.898
N 0.971 -1.322 -1.230
H 4.432 -0.869 -3.408
H 4.895 -0.842 -1.708
H 3.350 -0.172 -2.207
H 4.163 -3.127 -2.416
H 2.627 -2.515 -2.953
H 4.021 -4.337 -0.655
H 3.092 -3.919 0.754
H 5.601 -2.442 -0.214
H 5.480 -3.482 1.196
H 4.624 -1.939 1.171
H 1.952 -2.153 1.667
H 1.049 -3.508 0.986
H 0.308 -1.912 1.119
H 1.387 -1.175 -2.145

Values from the calculation:
Kohn-Sham gap ... 8.5 eV
Total energy ... -46050.00647 eV
Energy above the lowest of the compared OMol25 structures with the same formula, charge and spin ... 0.00 kcal/mol
Spin multiplicity ... 1
Total charge ... +2

Löwdin population analysis, charges in e, atoms 1 to 8:
1 Y 1.50
2 C -0.02
3 C -0.33
4 C -0.02
5 C -0.02
6 C 0.00
7 C -0.45
8 N 0.01

3.
This record from the Open Molecules 2025 dataset describes a molecular structure, C25H48OP4Pt in a non-equilibrium geometry. The level of theory is wB97M-V/def2-TZVPD.

Atoms and positions in Å:
Pt 0.020 0.047 0.928
P 1.712 -1.626 1.430
P -1.079 0.283 2.981
P 1.491 1.865 1.090
H 0.018 2.733 -7.678
C 1.058 2.928 -7.410
C 2.021 2.013 -7.468
H 1.868 0.996 -7.835
C 1.450 -3.352 0.869
C 2.077 -1.834 3.231
C 3.315 -1.203 0.616
C -2.302 1.645 2.785
C -2.112 -1.090 3.616
C -0.126 0.743 4.495
C 2.660 2.256 -0.241
C 2.578 1.877 2.563
C 0.510 3.377 1.275
H 1.304 3.963 -7.178
H 3.046 2.288 -7.217
H 1.416 -3.431 -0.224
H 0.536 -3.764 1.297
H 2.311 -3.943 1.240
H 1.150 -2.083 3.764
H 2.503 -0.928 3.678
H 2.789 -2.658 3.398
H 3.135 -0.994 -0.453
H 3.999 -2.061 0.706
H 3.774 -0.327 1.095
H -2.844 1.878 3.711
H -3.027 1.348 2.011
H -1.749 2.531 2.447
H -2.479 -0.881 4.630
H -1.498 -2.004 3.650
H -2.976 -1.279 2.955
H -0.563 1.591 5.038
H 0.902 1.013 4.210
H -0.071 -0.107 5.187
H 3.360 3.029 0.112
H 2.076 2.628 -1.097
H 3.201 1.342 -0.531
H 3.464 2.473 2.316
H 2.905 0.875 2.867
H 2.059 2.371 3.392
H 1.149 4.245 1.063
H 0.178 3.413 2.321
H -0.351 3.385 0.593
C 1.048 0.672 -2.766
C 0.090 1.750 -2.703
C 0.209 2.846 -3.538
C 1.332 2.938 -4.370
C 2.210 1.854 -4.516
C 2.008 0.672 -3.816
O 1.199 -0.231 -1.862
H 0.698 0.849 -0.478
H -0.681 1.719 -1.951
H -0.524 3.649 -3.504
H 1.476 3.815 -5.018
H 3.006 1.911 -5.248
H 2.646 -0.201 -3.884
C -0.925 -2.508 -1.382
P -1.586 -1.305 -0.224
C -2.539 -0.187 -1.270
C -2.852 -2.310 0.665
C -2.492 -3.519 1.306
C -3.464 -4.286 1.974
C -4.807 -3.886 1.957
C -5.181 -2.714 1.278
C -4.212 -1.937 0.646
H -0.056 -2.063 -1.876
H -1.692 -2.793 -2.121
H -0.675 -3.395 -0.802
H -3.339 -0.781 -1.727
H -2.941 0.622 -0.664
H -1.893 0.237 -2.043
H -1.451 -3.850 1.335
H -3.175 -5.209 2.522
H -5.564 -4.501 2.445
H -6.230 -2.412 1.246
H -4.499 -1.014 0.159

Values from the calculation:
Kohn-Sham gap (alpha / beta) ... 7.2 / 2.5 eV
Total energy ... -69110.29602 eV
Energy above the lowest of the compared OMol25 structures with the same formula, charge and spin ... 0.00 kcal/mol
Spin multiplicity ... 5
Total charge ... +4

Löwdin population analysis, charges in e, atoms 1 to 8:
1 Pt 0.57
2 P 0.74
3 P 0.67
4 P 0.65
5 H 0.08
6 C -0.02
7 C -0.03
8 H 0.09

Q: Look up the total energy of the third one.
A: -69110.29602 eV

Please write out number 1 again, unchanged.
This record from the Open Molecules 2025 dataset describes a molecular structure, C25H48N7SiY. The level of theory is wB97M-V/def2-TZVPD.

Atoms and positions in Å:
Y 0.229 0.051 -0.046
C 0.309 -4.018 0.547
C 1.533 -3.297 0.066
C 2.653 -3.977 -0.341
C 3.740 -3.249 -0.834
C 3.703 -1.877 -0.878
C 2.568 -1.213 -0.388
N 1.483 -1.944 0.027
N 2.393 0.152 -0.290
Si 3.712 1.323 -0.202
C 5.198 0.654 0.672
C 4.159 1.930 -1.900
C 3.023 2.719 0.847
H 0.573 -4.969 1.006
H -0.371 -4.235 -0.282
H -0.226 -3.422 1.285
H 2.684 -5.056 -0.277
H 4.623 -3.773 -1.182
H 4.534 -1.303 -1.264
H 5.819 0.013 0.044
H 4.924 0.088 1.568
H 5.820 1.496 0.992
H 5.006 1.362 -2.296
H 4.457 2.984 -1.889
H 3.327 1.816 -2.600
H 2.384 2.317 1.642
H 2.471 3.472 0.275
H 3.837 3.246 1.350
N -2.285 -0.379 0.372
C -2.778 -1.606 1.071
C -3.013 -1.383 2.553
C -1.784 -1.195 3.444
C -1.055 0.149 3.358
N 0.164 0.087 2.497
H -2.813 0.408 0.743
H -2.571 -0.423 -0.603
H -2.047 -2.401 0.921
H -3.709 -1.940 0.614
H -3.567 -2.249 2.920
H -3.691 -0.530 2.683
H -1.069 -2.008 3.269
H -2.110 -1.321 4.477
H -0.760 0.465 4.357
H -1.715 0.925 2.966
H 0.713 -0.717 2.800
H 0.759 0.876 2.746
N -0.426 2.489 0.320
C -0.534 3.306 -0.886
C 0.485 3.266 -1.826
C 0.421 4.087 -2.942
C -0.674 4.919 -3.134
C -1.710 4.922 -2.210
C -1.639 4.121 -1.077
H -1.270 2.626 0.868
H 0.325 2.878 0.893
H 1.342 2.618 -1.682
H 1.229 4.074 -3.662
H -0.719 5.566 -4.001
H -2.567 5.569 -2.354
H -2.428 4.161 -0.333
C -0.824 1.701 -5.185
C -2.031 0.943 -4.648
N -1.723 -0.439 -4.255
C -2.064 -1.483 -5.244
C -1.116 -1.517 -6.435
C -1.087 -0.699 -3.116
C -0.716 -2.129 -2.818
N -0.762 0.218 -2.220
H -1.070 2.757 -5.296
H -0.527 1.317 -6.161
H 0.035 1.625 -4.516
H -2.802 0.878 -5.413
H -2.488 1.462 -3.802
H -3.083 -1.280 -5.572
H -2.090 -2.448 -4.752
H -1.211 -0.622 -7.051
H -1.348 -2.376 -7.066
H -0.077 -1.603 -6.110
H -0.097 -2.545 -3.613
H -1.599 -2.762 -2.723
H -0.144 -2.190 -1.897
H -1.006 1.159 -2.514

Values from the calculation:
Kohn-Sham gap ... 8.5 eV
Total energy ... -46049.69784 eV
Energy above the lowest of the compared OMol25 structures with the same formula, charge and spin ... 7.12 kcal/mol
Spin multiplicity ... 1
Total charge ... +2

Löwdin population analysis, charges in e, atoms 1 to 8:
1 Y 1.51
2 C -0.02
3 C -0.33
4 C -0.02
5 C -0.02
6 C -0.01
7 C -0.44
8 N -0.01

Q: Look up the spin multiplicity of the first one.
A: 1